No. 1
One molecule with the formula C19H19BrN4O2, computed with the ωB97M-V functional and the def2-TZVPD basis.

Computed properties:
Multiplicity: 1
SMILES: CCN(CC(=O)Nc1cccc(Br)c1)Cc1nc2ccccc2c(=O)[nH]1
HOMO energy, eV: -8.380
DFT total energy, Ha: -3679.0153
LUMO energy, eV: 0.465

Atoms and positions in Å:
C1 4.14 3.17 0.39
C2 2.61 3.22 0.44
N1 1.93 1.95 0.23
C3 2.13 1.39 -1.10
C4 0.93 0.56 -1.56
O1 1.05 -0.40 -2.29
N2 -0.24 1.06 -1.09
C5 -1.52 0.51 -1.15
C6 -1.79 -0.70 -1.78
C7 -3.07 -1.22 -1.75
C8 -4.10 -0.55 -1.11
C9 -3.82 0.66 -0.50
Br1 -5.22 1.61 0.36
C10 -2.55 1.20 -0.51
C11 2.21 0.96 1.26
C12 1.14 -0.09 1.26
N3 1.37 -1.23 0.72
C13 0.34 -2.13 0.63
C14 0.56 -3.35 -0.01
C15 -0.46 -4.26 -0.14
C16 -1.73 -3.98 0.37
C17 -1.97 -2.79 1.02
C18 -0.94 -1.85 1.15
C19 -1.18 -0.57 1.80
O2 -2.22 -0.19 2.30
N4 -0.07 0.26 1.80
H1 4.48 2.80 -0.57
H2 4.54 2.53 1.17
H3 4.54 4.18 0.53
H4 2.24 3.91 -0.32
H5 2.29 3.60 1.42
H6 2.23 2.21 -1.82
H7 3.02 0.76 -1.18
H8 -0.14 1.89 -0.51
H9 -0.99 -1.23 -2.28
H10 -3.27 -2.17 -2.24
H11 -5.10 -0.96 -1.09
H12 -2.36 2.14 -0.02
H13 2.22 1.47 2.23
H14 3.18 0.46 1.11
H15 1.54 -3.54 -0.42
H16 -0.29 -5.19 -0.65
H17 -2.52 -4.71 0.27
H18 -2.94 -2.55 1.43
H19 -0.18 1.17 2.22

***

No. 2
C45H43N2O4P2PtS2 as an isolated structure, computed with the ωB97M-V functional and the def2-TZVPD basis.

Computed properties:
Multiplicity: 1
Total charge: +1
HOMO energy (spin up / spin down), eV: -9.593 / -9.872
DFT total energy, Ha: -3749.2777
LUMO energy (spin up / spin down), eV: -5.421 / -5.043

Atoms and positions in Å:
Pt1 0.51 -0.31 -0.03
C1 -3.73 1.04 0.72
O1 -2.36 1.33 0.41
C2 -2.08 2.36 -0.37
C3 -3.03 3.19 -0.95
C4 -2.64 4.34 -1.62
C5 -1.29 4.68 -1.72
C6 -0.34 3.84 -1.18
C7 -0.71 2.65 -0.53
N1 0.26 1.81 0.00
N2 1.35 2.44 0.39
C8 2.57 2.26 0.03
C9 2.99 1.15 -0.89
O2 2.17 0.35 -1.32
C10 4.39 1.03 -1.21
C11 5.29 1.87 -0.66
C12 4.93 2.96 0.24
C13 5.91 3.82 0.74
C14 5.57 4.89 1.54
C15 4.23 5.10 1.87
C16 3.25 4.25 1.40
C17 3.59 3.17 0.58
H1 -4.22 1.91 1.17
H2 -3.71 0.22 1.43
H3 -4.28 0.73 -0.17
H4 -4.08 2.96 -0.87
H5 -3.39 4.98 -2.06
H6 -0.98 5.59 -2.22
H7 0.71 4.08 -1.27
H8 4.68 0.24 -1.89
H9 6.34 1.75 -0.91
H10 6.95 3.65 0.47
H11 6.33 5.57 1.90
H12 3.96 5.95 2.49
H13 2.21 4.41 1.64
C18 -0.06 2.15 6.26
C19 -0.72 2.46 5.08
C20 -0.48 1.72 3.93
C21 0.44 0.66 3.97
C22 1.12 0.37 5.15
C23 0.86 1.11 6.29
P1 0.60 -0.39 2.50
C24 2.20 -1.20 2.73
C25 3.33 -0.50 2.29
C26 4.58 -1.11 2.33
C27 4.71 -2.40 2.80
C28 3.59 -3.09 3.27
C29 2.34 -2.49 3.23
C30 -0.74 -1.58 2.70
C31 -1.09 -2.11 3.92
C32 -2.21 -2.95 4.04
C33 -2.99 -3.22 2.94
C34 -2.68 -2.67 1.68
C35 -3.48 -2.90 0.53
C36 -3.15 -2.33 -0.66
C37 -2.00 -1.51 -0.78
C38 -1.22 -1.27 0.30
C39 -1.53 -1.84 1.56
H14 -0.25 2.73 7.16
H15 -1.43 3.29 5.05
H16 -1.00 1.95 3.01
H17 1.85 -0.43 5.17
H18 1.37 0.87 7.21
H19 3.23 0.51 1.93
H20 5.44 -0.57 1.95
H21 5.68 -2.89 2.81
H22 3.69 -4.10 3.65
H23 1.46 -3.04 3.56
H24 -0.51 -1.88 4.81
H25 -2.47 -3.37 5.01
H26 -3.87 -3.85 3.03
H27 -4.36 -3.53 0.63
H28 -3.75 -2.52 -1.54
H29 -1.77 -1.07 -1.74
C40 4.25 -4.32 -0.58
C41 3.74 -4.75 -1.94
C42 3.51 -6.25 -2.04
O3 2.53 -4.01 -2.34
P2 1.17 -3.75 -1.57
S1 -0.21 -3.37 -2.86
S2 1.59 -2.39 -0.06
O4 0.98 -5.09 -0.73
C43 -0.03 -5.25 0.31
C44 -1.28 -5.86 -0.29
C45 0.59 -6.11 1.38
H30 5.16 -4.87 -0.36
H31 3.51 -4.54 0.19
H32 4.46 -3.25 -0.56
H33 4.44 -4.45 -2.71
H34 2.92 -6.61 -1.20
H35 4.48 -6.76 -2.04
H36 2.99 -6.49 -2.96
H37 -0.26 -4.26 0.71
H38 -1.04 -6.83 -0.74
H39 -1.69 -5.22 -1.07
H40 -2.03 -6.00 0.49
H41 0.83 -7.09 0.98
H42 -0.11 -6.23 2.22
H43 1.51 -5.65 1.76

***

No. 3
An isolated ion of composition C3H4N3O2 and charge +1, computed with the ωB97M-V functional and the def2-TZVPD basis.

Computed properties:
Multiplicity: 3
Total charge: +1
HOMO energy (spin up / spin down), eV: -12.996 / -15.627
DFT total energy, Ha: -430.8956
LUMO energy (spin up / spin down), eV: -5.015 / -9.094
<S²>: 2.032

Atoms and positions in Å:
C1 0.33 1.36 1.03
C2 -0.48 1.29 -0.13
C3 0.75 -0.86 0.90
N1 0.89 0.28 1.50
N2 0.17 -1.04 -0.24
N3 -0.53 0.20 -0.89
O1 -1.06 -0.09 -1.96
O2 -0.09 -2.06 -0.98
H1 0.64 2.24 1.62
H2 -1.10 2.03 -0.66
H3 1.02 -1.71 1.63
H4 -0.54 -1.64 -1.83

***

No. 4
A 2-piece molecular cluster, C7H14N2 overall, computed with the ωB97M-V functional and the def2-TZVPD basis.

Computed properties:
Multiplicity: 1
SMILES: Cc1c[nH]cn1.CCC
HOMO energy, eV: -8.532
DFT total energy, Ha: -384.6127
LUMO energy, eV: 0.794

Atoms and positions in Å:
C1 0.22 0.39 3.44
C2 -0.89 0.49 2.43
C3 -1.29 -0.45 1.54
N1 -2.35 0.05 0.87
C4 -2.54 1.34 1.37
N2 -1.66 1.58 2.34
H1 1.04 -0.25 3.08
H2 0.00 -0.01 4.43
H3 0.65 1.39 3.45
H4 -0.88 -1.43 1.36
H5 -2.94 -0.48 0.25
H6 -3.41 1.92 1.11
C5 1.07 -0.85 -3.53
C6 1.79 -0.82 -2.16
C7 1.13 0.25 -1.24
H7 1.31 0.01 -4.16
H8 0.01 -0.70 -3.35
H9 1.37 -1.80 -3.98
H10 1.71 -1.81 -1.72
H11 2.83 -0.52 -2.28
H12 0.77 1.02 -1.93
H13 0.27 -0.15 -0.73
H14 1.78 0.81 -0.58

***

No. 5
A 2-piece molecular cluster, CClNO4 overall, computed with the ωB97M-V functional and the def2-TZVPD basis.

Computed properties:
Multiplicity: 1
SMILES: O=[N+]([O-])Cl.O=C=O
HOMO energy, eV: -11.985
DFT total energy, Ha: -853.9170
LUMO energy, eV: -1.084

Atoms and positions in Å:
O1 -1.10 1.61 0.66
N1 -0.31 0.91 1.16
O2 -0.27 -0.24 1.21
Cl1 1.12 1.88 1.84
O3 0.66 -1.44 -1.03
C1 -0.15 -2.12 -0.58
O4 -0.95 -2.90 -0.27

***

No. 6
A 10-piece molecular cluster, C38H56NO33P overall, computed with the ωB97M-V functional and the def2-TZVPD basis.

Computed properties:
Multiplicity: 1
SMILES: C#CCO[P@@](=O)(OCCCCOC=O)ONCCC.O=C1OCCO1.O=C1OCCO1.O=C1OCCO1.O=C1OCCO1.O=C1OCCO1.O=C1OCCO1.O=C1OCCO1.O=C1OCCO1.O=C1OCCO1
HOMO energy, eV: -9.013
DFT total energy, Ha: -4360.4650
LUMO energy, eV: 0.116

Atoms and positions in Å:
C1 3.96 -0.98 0.18
C2 2.98 -0.33 -0.39
C3 1.75 0.54 -0.96
O1 1.60 0.47 -2.41
P1 0.12 1.22 -2.93
O2 0.25 1.36 -4.45
O3 -1.13 0.26 -2.34
C4 -2.26 0.09 -3.22
C5 -3.61 0.84 -2.77
C6 -4.25 0.34 -1.37
C7 -3.55 -0.94 -0.70
O4 -4.48 -1.47 0.33
C8 -3.76 -2.53 1.02
O5 -3.64 -3.67 0.45
O6 0.20 2.83 -2.27
N1 -0.90 3.12 -1.50
C9 -0.78 2.63 -0.09
C10 -1.90 3.30 0.89
C11 -2.57 2.18 1.89
H1 4.74 -1.45 0.89
H2 1.96 1.65 -0.63
H3 0.80 0.16 -0.42
H4 -2.09 0.36 -4.33
H5 -2.51 -1.05 -3.23
H6 -3.55 1.99 -2.73
H7 -4.40 0.60 -3.59
H8 -4.30 1.27 -0.67
H9 -5.36 0.07 -1.57
H10 -3.34 -1.82 -1.40
H11 -2.63 -0.56 -0.11
H12 -3.34 -2.35 2.10
H13 -1.78 2.85 -1.95
H14 -0.94 1.48 -0.01
H15 0.29 2.81 0.34
H16 -2.71 3.77 0.21
H17 -1.36 4.07 1.55
H18 -2.65 2.57 2.97
H19 -3.61 1.84 1.50
H20 -1.92 1.21 1.94
O7 -0.50 -2.53 -9.95
C12 -0.27 -1.58 -9.25
O8 0.20 -1.65 -7.98
C13 0.56 -0.33 -7.59
C14 -0.28 0.53 -8.49
O9 -0.44 -0.28 -9.64
H21 0.34 -0.16 -6.53
H22 1.63 -0.19 -7.76
H23 -1.27 0.74 -8.06
H24 0.21 1.47 -8.74
O10 6.21 -2.04 2.35
C15 5.66 -2.70 3.20
O11 4.91 -3.80 2.96
C16 4.64 -4.41 4.22
C17 4.77 -3.27 5.17
O12 5.72 -2.42 4.53
H25 3.65 -4.85 4.23
H26 5.38 -5.20 4.40
H27 3.84 -2.72 5.31
H28 5.14 -3.59 6.15
O13 -1.34 -2.86 4.84
C18 -1.91 -3.85 4.47
O14 -1.56 -5.12 4.84
C19 -2.60 -5.98 4.39
C20 -3.23 -5.21 3.27
O15 -2.99 -3.86 3.64
H29 -2.20 -6.94 4.06
H30 -3.30 -6.15 5.22
H31 -2.75 -5.40 2.31
H32 -4.30 -5.40 3.18
O16 -6.44 0.39 -3.25
C21 -7.01 -0.61 -3.61
O17 -6.66 -1.87 -3.25
C22 -7.70 -2.73 -3.69
C23 -8.33 -1.97 -4.80
O18 -8.10 -0.61 -4.44
H33 -7.29 -3.69 -4.02
H34 -8.38 -2.91 -2.85
H35 -7.85 -2.16 -5.77
H36 -9.40 -2.17 -4.89
O19 2.60 3.25 0.79
C24 3.14 3.97 -0.01
O20 2.62 5.14 -0.46
C25 3.65 5.79 -1.20
C26 4.53 4.66 -1.62
O21 4.35 3.71 -0.58
H37 3.23 6.34 -2.05
H38 4.16 6.50 -0.54
H39 4.22 4.22 -2.57
H40 5.58 4.96 -1.69
O22 3.13 -5.29 6.13
C27 2.45 -6.29 6.14
O23 2.65 -7.37 5.34
C28 1.80 -8.40 5.81
C29 0.72 -7.65 6.52
O24 1.38 -6.47 6.96
H41 1.42 -9.00 4.98
H42 2.37 -9.05 6.48
H43 -0.10 -7.37 5.85
H44 0.31 -8.21 7.36
O25 -3.64 5.47 3.67
C30 -2.56 5.59 4.19
O26 -1.38 5.59 3.51
C31 -0.38 5.97 4.44
C32 -0.98 5.60 5.76
O27 -2.37 5.73 5.53
H45 0.56 5.44 4.24
H46 -0.20 7.05 4.35
H47 -0.76 4.57 6.05
H48 -0.66 6.26 6.57
O28 2.37 8.21 -0.10
C33 1.66 8.61 -0.99
O29 0.31 8.49 -1.00
C34 -0.17 9.27 -2.08
C35 1.01 9.33 -3.00
O30 2.11 9.23 -2.11
H49 -1.04 8.79 -2.55
H50 -0.47 10.25 -1.71
H51 1.04 8.49 -3.70
H52 1.05 10.26 -3.56
O31 5.88 -6.35 -2.31
C36 6.12 -5.40 -1.62
O32 6.60 -5.48 -0.34
C37 6.96 -4.17 0.05
C38 6.12 -3.30 -0.84
O33 5.95 -4.10 -2.00
H53 6.75 -4.01 1.11
H54 8.03 -4.03 -0.12
H55 5.14 -3.09 -0.41
H56 6.61 -2.36 -1.08

***

No. 7
One molecule with the formula C19H21FN4O2, computed with the ωB97M-V functional and the def2-TZVPD basis.

Computed properties:
Multiplicity: 1
SMILES: CCCN(c1ccncc1F)n1cc(C)c2cc(OC(=O)NC)ccc21
HOMO energy, eV: -7.773
DFT total energy, Ha: -1205.8622
LUMO energy, eV: 0.591

Atoms and positions in Å:
C1 -1.09 -3.89 -1.73
C2 -1.21 -2.36 -1.42
C3 -1.90 -1.33 -2.40
N1 -1.45 0.05 -2.00
C4 -1.31 1.18 -2.87
C5 -2.47 1.92 -3.14
C6 -2.43 2.91 -4.06
N2 -1.27 3.31 -4.62
C7 -0.13 2.72 -4.21
C8 -0.10 1.66 -3.33
F1 1.12 1.17 -3.12
N3 -1.39 0.42 -0.61
C9 -2.56 0.61 0.20
C10 -2.16 0.86 1.51
C11 -3.13 1.15 2.59
C12 -0.69 0.76 1.57
C13 0.27 0.65 2.58
C14 1.63 0.41 2.27
O1 2.48 0.32 3.35
C15 3.51 -0.51 3.18
O2 3.70 -1.29 2.28
N4 4.38 -0.67 4.27
C16 5.84 -1.10 4.24
C17 2.01 0.37 0.94
C18 1.05 0.32 -0.05
C19 -0.27 0.56 0.26
H1 -0.30 -4.16 -2.39
H2 -1.07 -4.56 -0.84
H3 -2.01 -4.26 -2.21
H4 -0.17 -1.90 -1.21
H5 -1.80 -2.33 -0.50
H6 -1.66 -1.57 -3.36
H7 -2.98 -1.43 -2.42
H8 -3.42 1.52 -2.70
H9 -3.40 3.38 -4.43
H10 0.81 2.90 -4.64
H11 -3.53 0.66 -0.13
H12 -4.10 1.09 2.20
H13 -3.01 2.21 2.92
H14 -3.09 0.50 3.40
H15 0.06 1.00 3.56
H16 4.11 -0.09 4.99
H17 6.15 -1.52 3.25
H18 6.62 -0.32 4.31
H19 6.05 -1.75 5.11
H20 3.06 0.26 0.54
H21 1.25 0.18 -1.10

***

No. 8
C48H40As2N3NiS as an isolated structure, computed with the ωB97M-V functional and the def2-TZVPD basis.

Computed properties:
Multiplicity: 3
Total charge: +1
HOMO energy (spin up / spin down), eV: -7.166 / -9.511
DFT total energy, Ha: -8395.0803
LUMO energy (spin up / spin down), eV: -2.582 / -2.867
<S²>: 2.022

Atoms and positions in Å:
Ni1 1.34 -1.57 1.37
C1 -1.18 0.96 -0.64
C2 -0.31 1.64 0.43
As1 1.70 1.46 0.21
C3 2.20 1.22 -1.63
C4 2.98 2.20 -2.24
C5 3.40 2.04 -3.56
C6 3.01 0.90 -4.29
C7 2.39 -0.15 -3.63
C8 2.02 -0.01 -2.29
C9 2.52 3.21 0.72
C10 1.87 4.39 0.42
C11 2.36 5.61 0.83
C12 3.52 5.68 1.57
C13 4.15 4.51 1.92
C14 3.70 3.26 1.46
As2 -2.16 2.07 -2.03
C15 -3.80 2.39 -0.95
C16 -4.37 3.64 -1.16
C17 -5.54 4.04 -0.58
C18 -6.21 3.16 0.29
C19 -5.61 1.94 0.54
C20 -4.48 1.46 -0.16
C21 -2.73 0.44 -2.95
C22 -1.81 -0.28 -3.77
C23 -2.21 -1.40 -4.45
C24 -3.49 -1.95 -4.34
C25 -4.35 -1.32 -3.48
C26 -4.02 -0.10 -2.86
H1 -1.91 0.26 -0.17
H2 -0.55 0.33 -1.34
H3 -0.59 1.22 1.39
H4 -0.44 2.72 0.48
H5 3.10 3.14 -1.70
H6 3.95 2.84 -4.09
H7 3.19 0.73 -5.35
H8 2.31 -1.13 -4.10
H9 1.50 -0.85 -1.79
H10 0.96 4.30 -0.18
H11 1.87 6.54 0.55
H12 3.85 6.68 1.90
H13 4.97 4.57 2.57
H14 4.25 2.39 1.76
H15 -3.87 4.37 -1.79
H16 -5.97 5.04 -0.78
H17 -7.17 3.37 0.73
H18 -6.09 1.19 1.20
H19 -4.21 0.41 -0.11
H20 -0.78 -0.15 -3.62
H21 -1.54 -1.88 -5.18
H22 -3.63 -2.95 -4.76
H23 -5.37 -1.68 -3.28
H24 -4.82 0.51 -2.41
N1 -2.10 -3.57 0.93
C27 -3.20 -2.84 1.40
C28 -4.53 -3.16 1.09
C29 -5.59 -2.63 1.82
C30 -5.37 -1.69 2.84
C31 -4.08 -1.27 3.07
C32 -3.00 -1.92 2.44
S1 -1.41 -1.61 3.08
N2 -0.43 -2.12 1.73
C33 -0.83 -3.09 0.93
C34 0.24 -3.79 0.14
C35 0.20 -5.10 -0.33
C36 1.36 -5.62 -0.96
C37 2.45 -4.80 -1.06
C38 2.42 -3.53 -0.56
N3 1.37 -3.05 0.08
H25 -2.27 -4.35 0.29
H26 -4.78 -3.81 0.25
H27 -6.63 -2.97 1.64
H28 -6.17 -1.34 3.46
H29 -3.74 -0.60 3.84
H30 -0.70 -5.73 -0.09
H31 1.36 -6.67 -1.23
H32 3.33 -5.24 -1.46
H33 3.26 -2.87 -0.78
C39 6.56 -0.73 2.18
C40 6.04 -0.46 0.88
C41 4.71 -0.17 0.65
C42 3.77 -0.29 1.68
C43 2.38 0.15 1.59
C44 1.60 -0.08 2.73
C45 2.12 -0.50 3.98
C46 3.43 -0.75 4.11
C47 4.26 -0.62 2.97
C48 5.66 -0.68 3.22
H34 7.60 -0.97 2.31
H35 6.69 -0.42 0.03
H36 4.30 0.08 -0.33
H37 0.53 0.11 2.63
H38 1.45 -0.63 4.86
H39 3.82 -1.15 5.03
H40 6.01 -0.94 4.23

***

No. 9
One molecule with the formula C6H12S, computed with the ωB97M-V functional and the def2-TZVPD basis.

Computed properties:
Multiplicity: 1
HOMO energy (spin up / spin down), eV: -7.278 / -7.278
DFT total energy, Ha: -633.7097
LUMO energy (spin up / spin down), eV: -0.121 / -0.122

Atoms and positions in Å:
C1 0.31 -1.09 0.11
C2 1.51 1.50 -0.41
C3 1.84 -0.83 0.38
C4 2.32 0.30 -0.56
C5 -1.69 1.22 1.14
C6 -2.21 -0.67 -0.73
S1 -0.59 0.24 -0.22
H1 -0.01 -2.02 0.59
H2 1.32 1.82 -1.56
H3 2.16 -0.53 1.39
H4 2.34 -1.81 0.22
H5 2.24 -0.11 -1.63
H6 3.43 0.34 -0.43
H7 -2.38 0.55 1.84
H8 -0.97 1.98 1.70
H9 -2.29 1.78 0.53
H10 -3.00 -0.03 -0.85
H11 -2.03 -1.30 -1.67
H12 -2.29 -1.36 0.17

***

What is the formula in the second record?
C45H43N2O4P2PtS2

***

Number 8 is which compound?
C48H40As2N3NiS

***

Which of these has the highest DFT total energy?
C7H14N2